Density functional theory data (ωB97M-V/def2-TZVPD) for a 2-piece molecular cluster, C4H15N2O overall at a distorted geometry.

Geometry (Å):
C1 -0.31 0.28 1.07
C2 -0.75 0.82 -0.33
C3 -0.63 -0.12 -1.58
C4 -1.29 -1.42 -1.34
N1 -2.49 -1.37 -0.53
N2 1.15 -0.17 0.80
H1 -0.83 -0.67 1.25
H2 -0.36 0.80 1.99
H3 -1.85 1.27 -0.26
H4 -0.19 1.80 -0.58
H5 0.41 -0.22 -1.93
H6 -1.14 0.34 -2.46
H7 -1.58 -1.65 -2.34
H8 -0.69 -2.19 -0.88
H9 -3.29 -1.39 -1.06
H10 -2.53 -2.09 0.24
H11 1.19 -0.77 -0.03
H12 1.75 0.64 0.80
H13 1.41 -0.71 1.61
H14 2.96 2.45 1.17
H15 4.36 2.15 1.70
O1 3.46 1.71 1.50

## Properties
**Gap between HOMO and LUMO**: 9.39 eV
**Net charge**: +1
**HOMO**: -12.6215 eV
**Relative energy (zero: lowest compared OMol25 entry of this formula, charge and spin)**: 1.983 eV



Density functional theory data (ωB97M-V/def2-TZVPD) for a single C6H8N2S molecule at a distorted geometry.

Geometry (Å):
C1 0.86 -1.34 0.21
C2 0.49 -2.42 0.93
C3 -0.33 0.36 -1.58
C4 -1.17 0.51 -0.37
C5 0.15 -0.28 -0.38
C6 -1.29 1.72 0.52
N1 2.42 -1.18 0.21
N2 2.94 -0.07 0.23
S1 2.41 1.41 0.32
H1 1.17 -3.08 1.47
H2 -0.59 -2.68 0.87
H3 -0.83 -0.16 -2.45
H4 -0.04 1.37 -1.91
H5 -2.05 -0.06 -0.20
H6 -0.80 1.46 1.46
H7 -2.35 1.82 0.62
H8 -0.99 2.62 0.05

## Properties
**Gap between HOMO and LUMO (spin up / spin down)**: 7.10 / 7.51 eV
**Net charge**: 0
**HOMO (spin up / spin down)**: -8.3695 / -8.4243 eV
**Relative energy (zero: lowest compared OMol25 entry of this formula, charge and spin)**: 6.075 eV



Density functional theory data (ωB97M-V/def2-TZVPD) for C33H28Cl5CrN4O7 as an isolated structure at a distorted geometry.

Geometry (Å):
Cr1 1.07 -0.82 0.14
C1 2.90 -2.04 -3.53
O1 1.84 -2.74 -4.13
C2 0.77 -3.13 -3.37
C3 -0.04 -4.09 -3.96
C4 -1.15 -4.61 -3.30
C5 -1.43 -4.20 -2.02
C6 -0.63 -3.23 -1.38
C7 -0.95 -2.89 -0.04
N1 -0.33 -2.01 0.70
N2 -0.82 -1.82 1.92
C8 -0.13 -0.91 2.58
O2 0.86 -0.32 2.02
C9 -0.57 -0.59 3.94
C10 0.25 0.13 4.81
C11 -0.20 0.44 6.08
C12 -1.46 0.04 6.50
C13 -2.28 -0.66 5.64
C14 -1.84 -0.98 4.37
C15 0.46 -2.62 -2.08
O3 1.15 -1.66 -1.55
H1 3.69 -2.03 -4.29
H2 3.27 -2.55 -2.63
H3 2.62 -1.02 -3.28
H4 0.23 -4.43 -4.94
H5 -1.76 -5.35 -3.78
H6 -2.26 -4.61 -1.48
H7 -1.77 -3.42 0.44
H8 1.22 0.44 4.47
H9 0.43 1.00 6.76
H10 -1.80 0.25 7.51
H11 -3.27 -0.96 5.95
H12 -2.46 -1.52 3.67
Cl1 2.94 0.74 -0.52
C16 3.77 -0.49 0.38
C17 2.88 -1.49 0.74
C18 3.40 -2.49 1.55
Cl2 2.33 -3.73 2.07
C19 4.73 -2.48 1.98
Cl3 5.32 -3.71 3.03
C20 5.58 -1.46 1.58
Cl4 7.22 -1.42 2.11
C21 5.10 -0.44 0.75
Cl5 6.13 0.83 0.23
O4 -0.72 2.62 -0.80
C22 -0.71 1.49 -1.33
O5 -0.46 0.42 -0.71
C23 -1.04 1.37 -2.80
C24 -1.25 0.12 -3.36
C25 -1.52 -0.03 -4.71
C26 -1.56 1.11 -5.47
O6 -1.79 1.24 -6.82
C27 -1.57 2.60 -7.11
O7 -1.43 3.32 -5.90
C28 -1.35 2.37 -4.91
C29 -1.10 2.53 -3.58
H13 -1.19 -0.75 -2.71
H14 -1.68 -1.00 -5.16
H15 -2.41 3.01 -7.69
H16 -0.64 2.70 -7.71
H17 -0.94 3.50 -3.13
N3 -2.23 4.00 2.63
C30 -0.77 4.28 2.64
C31 -0.03 2.94 2.83
N4 -0.42 1.96 1.88
C32 -1.84 1.72 1.89
C33 -2.60 3.01 1.57
H18 -2.76 4.87 2.52
H19 -2.48 3.57 3.53
H20 -0.54 4.98 3.44
H21 -0.50 4.71 1.68
H22 -0.22 2.56 3.84
H23 1.05 3.11 2.74
H24 -0.15 2.19 0.92
H25 -2.14 1.33 2.87
H26 -2.06 0.96 1.13
H27 -3.68 2.86 1.57
H28 -2.26 3.38 0.60

## Properties
**Spin multiplicity**: 2
**Gap between HOMO and LUMO (spin up / spin down)**: 6.36 / 6.27 eV
**Net charge**: 0
**Expectation value of S²**: 0.76
**HOMO (spin up / spin down)**: -7.0427 / -6.9574 eV
**Relative energy (zero: lowest compared OMol25 entry of this formula, charge and spin)**: 1.081 eV



Density functional theory data (ωB97M-V/def2-TZVPD) for a 2-piece molecular cluster, C7H5N4OS overall at a distorted geometry.

Geometry (Å):
C1 2.72 -0.40 -0.50
C2 1.93 -1.23 0.26
C3 2.29 0.84 -0.75
C4 0.70 -0.73 0.75
C5 1.17 1.37 -0.24
C6 0.26 0.58 0.50
C7 -2.38 -0.03 0.42
N1 -2.69 -1.29 0.62
N2 -3.67 -1.72 -0.11
N3 -4.25 -0.82 -0.81
N4 -0.88 1.12 1.08
O1 -1.15 2.27 0.56
S1 -3.54 0.61 -0.71
H1 3.72 -0.76 -0.85
H2 2.21 -2.30 0.22
H3 2.97 1.60 -1.16
H4 -0.04 -1.42 1.13
H5 0.63 2.32 -0.42

## Properties
**Gap between HOMO and LUMO (spin up / spin down)**: 7.00 / 7.00 eV
**Net charge**: -1
**HOMO (spin up / spin down)**: -3.5359 / -3.5351 eV
**Relative energy (zero: lowest compared OMol25 entry of this formula, charge and spin)**: 0.000 eV



Density functional theory data (ωB97M-V/def2-TZVPD) for a single C17H18FNOS molecule.

Geometry (Å):
C1 -4.38 -2.24 -1.60
C2 -3.67 -1.28 -0.71
C3 -3.39 -1.59 0.61
C4 -2.73 -0.69 1.44
C5 -2.35 0.55 0.95
C6 -1.57 1.51 1.80
N1 -0.17 1.52 1.40
C7 0.38 2.56 0.74
O1 -0.22 3.58 0.50
C8 1.83 2.33 0.34
S1 1.98 1.99 -1.44
C9 0.95 0.49 -1.62
C10 1.39 -0.64 -0.74
C11 0.43 -1.43 -0.10
C12 0.82 -2.48 0.72
C13 2.16 -2.76 0.91
C14 3.10 -1.98 0.26
F1 4.41 -2.24 0.43
C15 2.73 -0.93 -0.56
C16 -2.65 0.88 -0.37
C17 -3.29 -0.03 -1.18
H1 -4.44 -3.23 -1.15
H2 -5.40 -1.90 -1.80
H3 -3.87 -2.33 -2.56
H4 -3.68 -2.56 1.01
H5 -2.52 -0.96 2.46
H6 -1.63 1.24 2.86
H7 -1.93 2.53 1.67
H8 0.33 0.65 1.50
H9 2.29 1.51 0.89
H10 2.39 3.25 0.48
H11 1.06 0.22 -2.67
H12 -0.09 0.75 -1.43
H13 -0.61 -1.23 -0.25
H14 0.07 -3.08 1.21
H15 2.49 -3.57 1.55
H16 3.49 -0.33 -1.05
H17 -2.36 1.85 -0.74
H18 -3.51 0.24 -2.21

## Properties
**SMILES**: Cc1ccc(CNC(=O)CSCc2cccc(F)c2)cc1
**Gap between HOMO and LUMO**: 9.47 eV
**Net charge**: 0
**HOMO**: -8.8057 eV
**Relative energy (zero: lowest compared OMol25 entry of this formula, charge and spin)**: 0.049 eV



Density functional theory data (ωB97M-V/def2-TZVPD) for a single C5H11N2P molecule at a distorted geometry.

Geometry (Å):
C1 0.22 2.22 0.74
C2 -0.30 0.87 1.14
N1 0.61 0.41 2.21
P1 1.58 -0.80 1.94
N2 1.02 -1.30 0.41
C3 1.86 -1.78 -0.66
C4 -0.26 -0.08 -0.07
C5 -1.43 -1.02 -0.29
H1 1.27 2.28 1.10
H2 -0.18 3.14 1.18
H3 0.11 2.44 -0.36
H4 -1.25 0.97 1.57
H5 2.66 -1.05 -0.97
H6 2.24 -2.74 -0.25
H7 1.26 -2.15 -1.61
H8 0.23 0.23 -1.04
H9 -2.28 -0.68 0.26
H10 -1.19 -2.00 0.00
H11 -1.61 -0.96 -1.38

## Properties
**SMILES**: C[C@@H]1N=PN(C)[C@H]1C
**Gap between HOMO and LUMO**: 9.26 eV
**Net charge**: 0
**HOMO**: -8.6211 eV
**Relative energy (zero: lowest compared OMol25 entry of this formula, charge and spin)**: 1.549 eV



Density functional theory data (ωB97M-V/def2-TZVPD) for a 2-piece molecular cluster, CHF3O overall at a distorted geometry.

Geometry (Å):
C1 -0.07 0.63 -0.43
O1 -0.26 -0.84 1.22
F1 -0.55 1.74 -0.06
F2 1.25 0.59 -0.49
F3 0.27 -1.94 0.59
H1 -0.64 -0.18 -0.83

## Properties
**Gap between HOMO and LUMO (spin up / spin down)**: 8.92 / 8.91 eV
**Net charge**: 0
**HOMO (spin up / spin down)**: -9.7668 / -9.7635 eV
**Relative energy (zero: lowest compared OMol25 entry of this formula, charge and spin)**: 6.903 eV



Density functional theory data (ωB97M-V/def2-TZVPD) for a single C26H38N2O4 molecule.

Geometry (Å):
C1 -6.17 -2.69 0.23
C2 -7.14 -1.72 -0.37
C3 -8.30 -2.13 -1.00
C4 -9.18 -1.21 -1.55
C5 -8.90 0.13 -1.47
C6 -7.74 0.57 -0.85
C7 -6.85 -0.35 -0.30
O1 -5.69 -0.02 0.34
C8 -5.35 1.34 0.47
C9 -4.05 1.44 1.26
O2 -3.78 2.80 1.50
C10 -2.87 0.80 0.51
N1 -1.66 1.09 1.26
C11 -0.41 0.76 0.59
C12 0.71 0.69 1.63
C13 2.07 0.44 0.98
C14 2.39 1.54 -0.04
N2 3.67 1.35 -0.72
C15 4.85 1.50 0.11
C16 6.07 1.71 -0.79
O3 5.84 2.78 -1.67
C17 6.44 0.45 -1.61
O4 6.62 -0.69 -0.79
C18 5.55 -1.49 -0.48
C19 4.50 -1.76 -1.35
C20 3.46 -2.59 -0.96
C21 3.47 -3.17 0.29
C22 4.53 -2.93 1.15
C23 5.58 -2.10 0.78
C24 6.74 -1.84 1.69
C25 1.28 1.58 -1.09
C26 -0.07 1.84 -0.44
H1 -6.02 -2.47 1.28
H2 -5.20 -2.61 -0.27
H3 -6.54 -3.71 0.13
H4 -8.52 -3.19 -1.05
H5 -10.08 -1.56 -2.03
H6 -9.57 0.86 -1.90
H7 -7.53 1.63 -0.80
H8 -6.13 1.89 1.01
H9 -5.21 1.81 -0.52
H10 -4.19 0.91 2.22
H11 -2.82 2.86 1.62
H12 -2.79 1.26 -0.47
H13 -3.06 -0.28 0.38
H14 -1.70 0.61 2.15
H15 -0.48 -0.21 0.07
H16 0.49 -0.11 2.34
H17 0.73 1.64 2.18
H18 2.84 0.41 1.76
H19 2.07 -0.53 0.48
H20 2.43 2.51 0.47
H21 3.67 0.43 -1.15
H22 5.02 0.66 0.80
H23 4.71 2.41 0.71
H24 6.93 1.98 -0.17
H25 4.91 2.73 -1.92
H26 7.40 0.62 -2.10
H27 5.69 0.30 -2.39
H28 4.49 -1.35 -2.35
H29 2.65 -2.79 -1.65
H30 2.66 -3.81 0.60
H31 4.55 -3.39 2.13
H32 7.63 -2.34 1.30
H33 6.96 -0.78 1.74
H34 6.54 -2.22 2.69
H35 1.25 0.62 -1.62
H36 1.50 2.36 -1.82
H37 -0.84 1.88 -1.22
H38 -0.06 2.81 0.06

## Properties
**SMILES**: Cc1ccccc1OC[C@H](O)CN[C@H]1CC[C@H](NC[C@H](O)COc2ccccc2C)CC1
**Gap between HOMO and LUMO**: 9.05 eV
**Net charge**: 0
**HOMO**: -8.4252 eV
**Relative energy (zero: lowest compared OMol25 entry of this formula, charge and spin)**: 0.784 eV



Number 1: molar mass 107.18 g/mol. Number 2: molar mass 140.21 g/mol. Number 3: molar mass 821.87 g/mol. Number 4: molar mass 193.21 g/mol. Number 5: molar mass 303.40 g/mol. Number 6: molar mass 130.13 g/mol. Number 7: molar mass 86.01 g/mol. Number 8: molar mass 442.60 g/mol.